1.
The following is a quantum chemistry calculation of a structure of composition C32H29Br4N4O3PW in a non-equilibrium geometry, from the Open Molecules 2025 dataset.

Its total charge is +2. Its energy above the lowest of the compared OMol25 structures with the same formula, charge and spin is 243.58 kJ/mol. The spin multiplicity is 3. As for the LUMO energy (alpha / beta): -7.09 / -6.99 eV. The value obtained for the HOMO energy (alpha / beta) is -12.566 / -12.643 eV. For the orbital gap (alpha / beta), the calculation gives 5.47 / 5.65 eV. The expectation value of S² is 2.01.

Each line ends with the Mulliken charge.
Element x y z (Å)
C 9.170 7.661 9.314  -0.42
H 14.550 5.357 8.359  0.45
C 11.996 9.791 14.594  -1.06
H 11.731 9.523 15.602  0.63
C 15.273 13.322 9.236  -0.85
O 9.767 8.996 11.170  -0.42
C 14.105 10.182 15.630  -0.62
C 14.218 11.118 9.359  -0.68
H 13.853 10.268 8.774  0.61
C 10.247 8.374 7.145  0.33
C 11.674 13.801 12.154  -0.32
C 10.865 9.480 7.679  -0.48
C 10.681 9.678 9.078  -0.04
H 15.573 14.276 11.144  0.44
Br 10.325 8.138 5.270  -0.11
C 15.536 9.646 13.262  -0.39
O 9.875 9.038 14.026  -0.50
C 14.129 9.813 13.259  1.07
H 7.162 14.743 10.948  0.38
N 10.807 12.564 12.250  -0.19
C 14.354 6.114 9.073  -0.85
H 7.394 10.885 10.828  0.24
H 12.545 5.298 9.907  0.39
H 15.601 14.159 8.643  0.44
C 16.193 9.782 14.491  -0.46
C 9.786 8.821 9.846  0.02
C 7.588 13.771 10.722  -0.61
C 12.928 7.263 10.732  -0.69
N 8.984 13.721 11.151  0.23
H 14.370 12.200 7.534  0.32
C 13.835 8.343 10.695  0.44
H 6.365 13.265 12.341  0.35
C 14.642 12.223 8.621  -0.79
C 13.198 6.190 9.880  -0.53
H 12.664 13.401 12.261  -0.08
H 16.030 7.187 8.371  0.40
H 17.251 9.957 14.484  0.42
C 9.529 12.666 11.829  0.33
C 14.216 11.162 10.752  0.60
O 11.184 10.783 9.617  -0.29
C 15.033 8.219 10.009  -0.17
H 5.807 12.663 10.757  0.35
C 13.398 9.979 14.444  0.41
H 7.493 13.599 9.645  0.36
H 16.153 9.436 12.369  0.25
C 9.583 7.443 8.017  0.52
H 11.925 15.265 10.632  0.48
C 15.508 9.936 15.713  -0.92
C 15.198 7.186 9.094  -0.65
H 16.104 9.991 16.621  0.41
H 9.541 15.496 10.172  0.53
H 6.730 10.900 12.543  0.39
H 8.925 11.260 13.248  0.33
H 11.653 14.466 13.076  0.27
N 11.114 9.705 13.606  -0.06
C 15.324 13.351 10.642  -0.51
C 9.872 14.891 11.008  -0.82
Br 8.466 6.388 10.455  -0.06
C 14.750 12.285 11.393  -0.69
N 8.740 11.560 12.254  -0.10
H 9.726 8.437 13.293  0.39
H 9.753 15.561 11.894  0.29
W 10.906 10.614 11.574  2.46
H 11.356 13.716 9.939  0.06
Br 9.425 5.667 7.411  -0.13
H 15.853 9.000 10.105  0.23
P 13.279 9.874 11.676  1.24
C 11.296 14.392 10.805  -0.18
H 12.046 7.198 11.366  0.31
H 14.835 12.340 12.518  0.27
C 6.716 12.798 11.424  -0.79
Br 11.713 10.878 6.650  -0.09
C 7.374 11.417 11.741  -0.57
H 13.517 10.579 16.479  0.45

***

2.
The following is a quantum chemistry calculation of a structure of composition C8H17CoNO2S3, from the Open Molecules 2025 dataset.

Its total charge is +3. The spin multiplicity is 1. As for the LUMO energy (alpha / beta): -12.78 / -12.81 eV. The value obtained for the HOMO energy (alpha / beta) is -21.073 / -21.072 eV. For the orbital gap (alpha / beta), the calculation gives 8.29 / 8.26 eV.

Each line ends with the Mulliken charge.
Element x y z (Å)
H -3.077 -1.374 -2.159  0.48
H 1.840 0.954 5.470  0.38
H -0.111 2.729 -2.378  0.49
H 0.632 0.457 -3.093  0.35
O 0.841 0.704 1.892  -0.74
H 0.845 -0.896 4.535  0.37
H -0.527 0.193 4.714  0.40
C 0.196 -0.012 2.717  1.36
C 0.428 0.057 4.205  -0.62
H 2.088 1.310 3.870  0.34
C -2.087 0.532 -1.908  -0.64
H 0.878 2.057 4.714  0.38
C -0.160 -2.122 -2.154  -0.62
C 0.331 2.053 -1.643  -0.66
C 1.295 -1.880 -1.799  -0.72
H -2.916 1.220 -2.088  0.52
H -1.525 0.430 -2.834  0.33
S 1.554 -0.276 -0.985  0.13
H 1.683 -2.616 -1.092  0.49
H 1.936 -1.907 -2.683  0.49
H 2.106 1.330 -2.659  0.52
S -1.232 -1.822 -0.705  0.11
Co -0.109 -0.264 0.447  0.31
H -0.493 -1.498 -2.981  0.33
H -0.307 -3.165 -2.442  0.51
H 0.904 2.652 -0.934  0.45
H -3.280 -0.689 -0.549  0.47
O -0.648 -0.825 2.251  -0.77
S -1.029 1.348 -0.660  0.13
C 1.155 0.954 -2.279  -0.66
N 1.366 1.165 4.584  -0.26
C -2.577 -0.798 -1.377  -0.66

***

Number 1: E_tot -337024.5636 eV. Number 2: E_tot -84261.6753 eV.